Record 1
# C2H7NO

A cluster of 2 separate species, C2H7NO in total (ωB97M-V/def2-TZVPD, the Open Molecules 2025 dataset).

Calculated values
2S+1 = 1
Strongest force on any atom = 0.016 Eh/bohr
HOMO-LUMO gap = 9.24 eV
Net charge = 0
Energy above the lowest of the compared OMol25 structures with the same formula, charge and spin = 93.4 kJ/mol
SMILES = C=CN.O

XYZ file:
```
11
Properties=species:S:1:pos:R:3:mulliken_charge:R:1
C 1.9685 2.8718 0.4004 -0.815
C 1.3745 1.9651 -0.3711 0.133
N 0.8181 2.0975 -1.6188 -0.427
H 2.5797 2.5040 1.2130 0.215
H 2.1633 3.9022 0.1402 0.251
H 1.3806 0.9359 -0.0409 0.244
H 0.7031 3.0026 -2.0459 0.195
H 0.1717 1.3826 -1.8949 0.204
O -3.2566 -5.7032 1.3676 -0.640
H -3.7584 -4.9218 1.6294 0.320
H -2.3892 -5.3502 1.1412 0.319
```

=====

Record 2
# C52H50N8O2P2PbSe2

A structure of composition C52H50N8O2P2PbSe2 (ωB97M-V/def2-TZVPD, the Open Molecules 2025 dataset).

Calculated values
2S+1 = 1
Strongest force on any atom = 0.004 Eh/bohr
HOMO-LUMO gap = 7.21 eV
Net charge = 0
Energy above the lowest of the compared OMol25 structures with the same formula, charge and spin = 0.6 kJ/mol

XYZ file:
```
117
Properties=species:S:1:pos:R:3:mulliken_charge:R:1
Pb 0.1869 -0.3205 -0.0778 1.013
O 1.7286 -4.1196 1.9451 -0.733
C 2.5285 -4.6459 1.0003 0.476
C 3.1005 -5.8889 1.2821 -0.597
C 3.9228 -6.5062 0.3635 -0.422
C 4.1956 -5.9016 -0.8627 -0.767
C 3.6272 -4.6782 -1.1491 -0.961
C 2.7890 -4.0295 -0.2362 0.192
C 2.1989 -2.7155 -0.5828 -0.156
O 1.6620 -2.0360 0.3742 1.554
N 2.2561 -2.3361 -1.8422 -0.987
N 1.7522 -1.0718 -1.9780 0.490
C 1.8983 -0.4983 -3.1043 -0.865
C 1.5248 0.9182 -3.2503 0.749
C 1.7055 1.5738 -4.4621 -0.938
C 1.4632 2.9370 -4.5222 -0.269
C 1.0700 3.5970 -3.3709 -1.077
C 0.9042 2.8560 -2.2072 -0.276
N 1.1034 1.5471 -2.1484 0.267
H 1.4776 -3.2148 1.6575 -0.346
H 2.8775 -6.3428 2.2390 0.483
H 4.3597 -7.4680 0.6021 0.409
H 4.8445 -6.3837 -1.5810 0.415
H 3.8175 -4.1855 -2.0925 0.475
H 2.3771 -1.0164 -3.9341 0.325
H 2.0468 1.0240 -5.3294 0.419
H 1.6001 3.4780 -5.4494 0.417
H 0.9048 4.6653 -3.3605 0.422
H 0.6309 3.3335 -1.2742 0.601
C -3.8290 0.4464 2.7858 -1.203
C -3.2596 1.2057 1.6199 0.038
C -2.0756 1.9305 1.7581 0.899
C -1.5504 2.6459 0.6922 -0.376
C -2.1977 2.6427 -0.5413 -0.350
C -3.3708 1.9206 -0.6921 -0.788
C -3.8941 1.2105 0.3826 -0.643
H -3.0772 -0.2207 3.2125 0.058
H -4.6937 -0.1472 2.4885 0.366
H -4.1464 1.1282 3.5778 0.396
H -1.5548 1.9253 2.7098 0.101
H -0.6253 3.1963 0.8265 0.436
H -1.7876 3.1978 -1.3745 0.471
H -3.8859 1.9119 -1.6447 0.428
H -4.8170 0.6540 0.2593 0.379
Se 3.2140 5.4122 4.0963 -0.392
P 2.6003 3.4435 4.4433 -0.426
C 1.0134 3.3945 5.3422 0.878
C 0.9095 3.4383 6.7271 -0.294
C -0.3289 3.6038 7.3315 -0.778
C -1.4746 3.7221 6.5615 -0.619
C -1.3806 3.6726 5.1770 -0.504
C -0.1447 3.5168 4.5714 -0.400
C 3.8651 2.4777 5.3192 0.774
C 4.2533 2.8167 6.6148 -0.325
C 5.2283 2.0799 7.2661 -0.969
C 5.8556 1.0204 6.6195 -0.621
C 5.5253 0.7235 5.3066 -0.409
C 4.5377 1.4540 4.6598 -0.621
C 2.2184 2.4610 2.9758 0.528
C 1.7118 1.1749 2.7650 -0.429
N 1.5444 1.0667 1.4272 0.834
N 1.8997 2.2102 0.8597 -0.179
N 2.3014 3.0588 1.7707 -0.845
P 1.3121 -0.3027 3.7038 1.004
Se -0.4179 -1.2449 2.8607 -0.444
C 1.0259 0.0286 5.4627 0.920
C -0.2868 0.2045 5.8995 -0.876
C -0.5567 0.3398 7.2497 -0.757
C 0.4784 0.3018 8.1741 -0.811
C 1.7862 0.1424 7.7446 -0.884
C 2.0632 0.0023 6.3923 -0.240
C 2.7527 -1.3877 3.6020 0.616
C 3.6697 -1.2496 2.5636 -0.197
C 4.7050 -2.1625 2.4298 -0.647
C 4.8269 -3.2126 3.3283 -0.676
C 3.9063 -3.3590 4.3569 -1.060
C 2.8641 -2.4568 4.4884 -0.640
H 1.7866 3.3410 7.3500 0.048
H -0.3940 3.6341 8.4119 0.445
H -2.4385 3.8551 7.0364 0.409
H -2.2689 3.7720 4.5652 0.516
H -0.0746 3.5163 3.4901 0.634
H 3.8201 3.6798 7.1030 0.643
H 5.5146 2.3446 8.2760 0.437
H 6.6181 0.4480 7.1320 0.432
H 6.0244 -0.0808 4.7800 0.461
H 4.2961 1.2223 3.6324 0.633
H -1.0955 0.2042 5.1799 0.256
H -1.5783 0.4727 7.5804 0.450
H 0.2634 0.3979 9.2311 0.411
H 2.5998 0.1151 8.4581 0.471
H 3.0851 -0.1442 6.0733 0.488
H 3.5678 -0.4434 1.8480 0.348
H 5.4086 -2.0583 1.6140 0.407
H 5.6308 -3.9285 3.2148 0.478
H 3.9887 -4.1883 5.0472 0.406
H 2.1301 -2.5930 5.2730 0.571
C -0.9285 -3.9276 -0.1284 -0.448
C -1.9504 -4.9712 -0.6541 -0.954
N -3.0844 -4.2982 -1.2941 -0.218
C -2.5970 -3.5254 -2.4347 -0.939
C -1.5071 -2.5227 -1.9755 -0.803
N -1.3673 -2.5774 -0.5107 0.900
C -2.6744 -2.2993 0.0992 -0.019
C -3.6955 -3.3848 -0.3291 -0.936
H 0.0617 -4.1044 -0.5506 -0.247
H -0.8329 -3.9560 0.9582 0.647
H -2.3320 -5.5936 0.1570 0.289
H -1.4916 -5.6343 -1.3897 0.375
H -3.4479 -3.0075 -2.8820 0.272
H -2.2031 -4.2179 -3.1805 0.366
H -1.7662 -1.4970 -2.2586 0.432
H -0.5330 -2.7555 -2.4120 0.518
H -2.9860 -1.3022 -0.2209 -0.141
H -2.5483 -2.2701 1.1842 0.224
H -4.5810 -2.9373 -0.7855 0.346
H -4.0277 -3.9719 0.5289 0.358
```

=====

Record 3
# C6H14N2O2

A cluster of 2 separate species, C6H14N2O2 in total (ωB97M-V/def2-TZVPD, the Open Molecules 2025 dataset).

Calculated values
2S+1 = 1
Strongest force on any atom = 0.079 Eh/bohr
HOMO-LUMO gap = 9.99 eV
Net charge = 0
Energy above the lowest of the compared OMol25 structures with the same formula, charge and spin = 233.2 kJ/mol
SMILES = CNC(C)=O.CNC(C)=O

XYZ file:
```
24
Properties=species:S:1:pos:R:3:mulliken_charge:R:1
C -1.5351 -0.2763 3.0298 -0.869
N -1.8066 -0.4505 1.5765 -0.209
C -2.1462 0.6642 0.8112 0.796
C -1.9892 0.3394 -0.7451 -1.067
O -2.4204 1.8154 1.1738 -0.642
H -2.3334 0.1308 3.5786 0.292
H -1.3745 -1.3534 3.3360 0.313
H -0.5578 0.1540 3.2265 0.288
H -1.6006 -1.3423 1.2091 0.272
H -2.9442 0.3708 -1.1877 0.391
H -1.6004 1.2335 -1.2836 0.332
H -1.3753 -0.5146 -0.9096 0.245
C 1.5571 1.4642 -1.0975 -0.759
N 2.5601 0.4023 -1.2048 -0.206
C 1.9625 -0.8952 -1.1171 0.715
C 2.7539 -2.1020 -1.3602 -1.139
O 0.7434 -0.8491 -0.9834 -0.569
H 1.7742 2.1223 -0.3091 0.334
H 1.6080 2.0399 -2.0766 0.310
H 0.3941 1.3141 -0.9219 0.038
H 3.4175 0.6822 -1.6128 0.247
H 2.2224 -3.0261 -1.5017 0.314
H 3.3474 -2.0282 -2.2828 0.304
H 3.5457 -2.3424 -0.5163 0.269
```

=====

Record 4
# C5H8O

The molecule C5H8O (ωB97M-V/def2-TZVPD, the Open Molecules 2025 dataset).

Calculated values
2S+1 = 1
Strongest force on any atom = 0.055 Eh/bohr
HOMO-LUMO gap = 9.62 eV
Net charge = 0
Energy above the lowest of the compared OMol25 structures with the same formula, charge and spin = 319.4 kJ/mol
SMILES = O[C@@]12CC[C@@H]1C2

XYZ file:
```
14
Properties=species:S:1:pos:R:3:mulliken_charge:R:1
O 1.0849 0.8348 1.4886 -0.563
C 0.6106 0.1287 0.3528 0.647
C -0.0915 -1.2242 0.4850 -0.585
C -1.3110 -0.6354 -0.2873 -0.614
C -0.6455 0.7764 -0.1522 -0.363
C 0.6058 0.7598 -0.9996 -0.748
H 1.7470 1.4890 1.2357 0.336
H -0.3687 -1.3840 1.5315 0.251
H 0.4122 -2.1221 0.1070 0.278
H -2.2948 -0.8009 0.1604 0.304
H -1.3733 -1.0053 -1.3256 0.221
H -0.5639 1.5016 0.7167 0.409
H 1.1164 1.7070 -1.1390 0.249
H 0.6743 0.1106 -1.8796 0.177
```

=====

- 2S+1 of number 3 (C6H14N2O2)?
  1

=====

- What is the formula in the third record?
  C6H14N2O2